108
Properties=species:S:1:pos:R:3:mulliken_charge:R:1 method="wB97M-V/def2-TZVPD" energy_ev=-177161.022 s_squared=2.0191 e_above_lowest_kcal_mol=0.0 orbital_gap_ha="0.2595 / 0.2652" multiplicity=3
Ti 0.34754 -0.48551 0.15605 -2.012
F -1.82986 1.13989 -3.28545 -0.591
Ge -1.30526 0.84569 -1.46905 2.228
C -2.58406 -0.88751 -1.73235 -0.069
C -3.85796 -0.62351 -2.19735 -0.220
C -4.74906 -1.65671 -2.42165 -0.823
C -4.36116 -2.96671 -2.18935 -0.952
C -3.08136 -3.24581 -1.75165 -0.994
C -2.18476 -2.19991 -1.52695 -0.010
P -0.47816 -2.48521 -0.96825 3.193
C -0.60926 -4.08931 -0.11785 0.097
C -1.33186 -4.11241 1.07605 -0.222
C -1.49166 -5.29971 1.76415 -0.644
C -0.92256 -6.46681 1.27795 -0.676
C -0.18566 -6.44111 0.10585 -0.711
C -0.02766 -5.25881 -0.59635 -0.599
C 0.48414 -2.81971 -2.47875 0.278
C 1.84134 -3.11551 -2.33515 -0.384
C 2.63484 -3.27161 -3.45555 -0.689
C 2.08974 -3.13191 -4.72245 -0.859
C 0.74064 -2.85631 -4.86595 -0.739
C -0.06366 -2.69241 -3.75115 -0.494
C -0.22166 2.67889 -1.74565 -0.366
C -0.83616 3.72639 -2.40675 -0.174
C -0.14176 4.89579 -2.65625 -0.959
C 1.18604 5.00869 -2.27515 -1.020
C 1.80764 3.96619 -1.62005 -0.409
C 1.08724 2.81139 -1.32095 0.376
P 1.84654 1.37669 -0.49625 2.942
C 2.90954 0.87069 -1.89435 1.520
C 2.23064 0.32449 -2.98185 -0.691
C 2.90824 0.02429 -4.14635 -0.842
C 4.27594 0.22959 -4.22505 -0.836
C 4.95644 0.75569 -3.14075 -0.802
C 4.27874 1.09269 -1.98035 -0.690
C 2.97304 2.09449 0.73165 0.590
C 3.99654 1.30999 1.26655 -0.681
C 4.83554 1.83879 2.23145 -1.052
C 4.63744 3.12929 2.70215 -0.879
C 3.58164 3.88379 2.21745 -0.805
C 2.74714 3.36909 1.24405 -1.074
C -2.71496 1.86979 -0.41465 -0.333
C -3.79466 2.59969 -0.89755 -0.320
C -4.67496 3.23239 -0.03665 -1.005
C -4.50216 3.15469 1.33745 -0.943
C -3.42346 2.45849 1.84365 -0.151
C -2.53386 1.84089 0.96805 -0.402
P -1.15266 0.84779 1.59895 3.740
C -2.10136 -0.17051 2.77715 0.925
C -3.04186 -1.02401 2.20115 -1.148
C -3.85776 -1.79561 3.00545 -0.362
C -3.73156 -1.72611 4.38485 -0.782
C -2.78956 -0.88911 4.95745 -0.691
C -1.97156 -0.11011 4.15785 -0.680
C -0.18706 1.94809 2.68115 0.248
C 0.83224 1.37199 3.44465 -0.233
C 1.55774 2.14969 4.32785 -0.691
C 1.29504 3.50889 4.42795 -0.817
C 0.31994 4.09289 3.63575 -0.873
C -0.41996 3.31749 2.75975 -1.237
H -4.13476 0.39859 -2.39795 0.409
H -5.74136 -1.43851 -2.78735 0.418
H -5.05996 -3.77161 -2.35705 0.412
H -2.77206 -4.26981 -1.59185 0.524
H -1.75956 -3.19541 1.46725 0.158
H -2.05126 -5.31541 2.68775 0.483
H -1.05356 -7.39591 1.81445 0.385
H 0.27174 -7.34801 -0.26135 0.436
H 0.54554 -5.24851 -1.51275 0.361
H 2.27504 -3.21931 -1.34715 0.511
H 3.68354 -3.49201 -3.33875 0.473
H 2.71704 -3.23431 -5.59725 0.395
H 0.30824 -2.75901 -5.85055 0.432
H -1.11216 -2.45691 -3.87005 0.400
H -1.85306 3.60709 -2.74045 0.489
H -0.62396 5.71139 -3.17345 0.426
H 1.74154 5.90649 -2.49795 0.459
H 2.85194 4.03149 -1.34875 0.542
H 1.15564 0.16179 -2.91815 0.263
H 2.36684 -0.36121 -4.99485 0.624
H 4.80954 -0.01091 -5.13265 0.403
H 6.02164 0.92009 -3.20525 0.450
H 4.81424 1.53089 -1.14935 0.415
H 4.12204 0.28769 0.92765 0.572
H 5.63854 1.23769 2.63205 0.472
H 5.29524 3.54189 3.45655 0.418
H 3.38704 4.87269 2.60215 0.502
H 1.91934 3.96349 0.88455 0.503
H -3.94516 2.66989 -1.96535 0.428
H -5.51226 3.78479 -0.43635 0.417
H -5.20866 3.62629 2.00615 0.447
H -3.27366 2.38279 2.91325 0.552
H -3.13346 -1.06271 1.11645 0.358
H -4.59066 -2.45361 2.56035 0.510
H -4.36876 -2.32721 5.01495 0.390
H -2.68666 -0.83991 6.03185 0.465
H -1.23816 0.54459 4.60895 0.398
H 1.03204 0.30619 3.36565 0.274
H 2.32804 1.69909 4.93875 0.498
H 1.85644 4.11299 5.12455 0.418
H 0.13034 5.15549 3.69985 0.400
H -1.18746 3.76669 2.14415 0.543
O 3.55014 -2.35621 1.25215 -0.709
C 2.42444 -1.91971 1.09905 0.471
O 2.03844 -1.18321 0.09345 -0.329
C 1.25704 -2.15521 2.08355 0.385
O 1.30384 -2.90401 3.04045 -0.712
O 0.22094 -1.44521 1.73015 -0.043

=====

14
Properties=species:S:1:pos:R:3:nbo_charge:R:1 method="wB97M-V/def2-TZVPD" energy_ev=-7360.563 smiles="CC(=O)C1CC1" e_above_lowest_kcal_mol=39.0 orbital_gap_ha=0.3885 multiplicity=1
C 0.79865 1.37916 -0.93623 -0.727
C 1.03600 -0.10942 -0.55251 0.610
O 2.12900 -0.58832 -0.36986 -0.524
C -0.29170 -0.74188 -0.25658 -0.360
C -0.72333 -1.48041 0.96355 -0.397
C -0.88164 0.06800 0.83279 -0.405
H 0.11833 1.43677 -1.79388 0.224
H 0.32907 1.99733 -0.15738 0.231
H 1.75865 1.82595 -1.16524 0.230
H -0.94620 -0.90079 -1.10943 0.233
H -0.01016 -1.75353 1.73812 0.227
H -1.51423 -2.22757 0.82840 0.225
H -1.75647 0.69054 0.63565 0.222
H -0.12480 0.55882 1.45042 0.212

=====

50
Properties=species:S:1:pos:R:3:nbo_charge:R:1 method="wB97M-V/def2-TZVPD" energy_ev=-50667.357 total_charge=+1 orbital_gap_ha="0.2228 / 0.2225" multiplicity=1
C 0.38392 0.75319 -5.05186 -0.664
C 0.10001 -0.08568 -6.10636 -0.238
C -0.24446 -1.47084 -6.12183 -0.213
C -0.33553 -2.33169 -4.98792 -0.235
C -0.20388 -2.07408 -3.64217 -0.609
Sn -0.12911 -0.04960 -3.17868 1.347
P 0.14832 2.52966 -2.32539 0.099
H 0.68729 1.80624 -5.09125 0.212
H 0.16527 0.38280 -7.11321 0.223
H -0.39434 -1.92840 -7.11178 0.233
H -0.20241 -2.81522 -2.83654 0.241
H -0.54825 -3.38625 -5.26323 0.228
H -0.97348 2.97224 -1.52484 0.073
H 0.29847 3.47773 -3.45657 0.099
H 1.22795 2.77860 -1.39520 0.070
O -0.03746 -0.66921 -0.98091 -1.128
P 0.01165 -0.54760 0.55068 1.904
C 1.71182 0.14415 0.79547 -0.436
C 2.56102 -0.24601 1.86444 -0.123
C 3.60083 0.59270 2.24708 -0.234
C 4.11800 1.44155 1.24202 -0.159
C 3.51954 1.54458 -0.02560 -0.238
C 2.33330 0.87467 -0.23914 -0.176
C -1.48022 0.47303 0.95283 -0.358
C -2.15346 0.38479 2.19589 -0.191
C -3.40853 0.92955 2.39710 -0.205
C -3.96141 1.71332 1.35295 -0.147
C -3.31487 1.85377 0.10774 -0.235
C -2.13946 1.17264 -0.07896 -0.193
C 0.01465 -1.43997 2.20937 -0.411
C -0.97605 -2.41063 2.52300 -0.174
C -1.15138 -2.84630 3.88885 -0.232
C -0.20337 -2.41849 4.83965 -0.170
C 0.69351 -1.39315 4.57670 -0.253
C 0.56291 -0.71280 3.36893 -0.156
H 2.37750 -1.17707 2.42698 0.246
H 3.96460 0.55031 3.27896 0.237
H 5.09588 1.91523 1.42035 0.232
H 3.91295 2.14534 -0.82731 0.226
H 1.89602 0.87931 -1.25225 0.198
H -1.66608 -0.12082 3.01952 0.230
H -3.91230 0.69586 3.33351 0.236
H -4.89644 2.25652 1.55808 0.231
H -3.71480 2.45270 -0.69910 0.230
H -1.69494 1.19532 -1.08219 0.189
H -1.64216 -2.76126 1.70889 0.232
H -2.04061 -3.45742 4.11316 0.240
H -0.23561 -2.88302 5.82073 0.236
H 1.46466 -1.06986 5.28690 0.242
H 0.81055 0.37961 3.31250 0.244

=====

14
Properties=species:S:1:pos:R:3:nbo_charge:R:1 method="wB97M-V/def2-TZVPD" energy_ev=-11212.826 smiles=OCCn1cnnn1 e_above_lowest_kcal_mol=91.1 orbital_gap_ha=0.4013 multiplicity=1
O 2.63403 -0.19767 -0.29105 -0.708
C 1.28860 -0.64831 -0.43782 -0.075
C 0.50135 0.49158 0.39628 -0.235
N -0.83754 0.18402 0.32079 -0.226
C -1.85117 0.90917 -0.22411 0.148
N -2.80084 0.06232 -0.46217 -0.303
N -2.43909 -1.21301 -0.02612 -0.050
N -1.18311 -1.11517 0.37310 -0.074
H 2.87700 -0.41900 0.76071 0.461
H 1.02021 -1.63194 0.02099 0.203
H 1.08367 -0.61334 -1.50490 0.196
H 0.69356 1.55257 -0.21769 0.224
H 0.84837 0.64790 1.54534 0.212
H -1.83503 1.99089 -0.25335 0.227

=====

68
Properties=species:S:1:pos:R:3:nbo_charge:R:1 method="wB97M-V/def2-TZVPD" energy_ev=-40442.526 total_charge=+2 e_above_lowest_kcal_mol=0.0 orbital_gap_ha=0.2985 multiplicity=1
Cd 10.72470 10.56394 8.04496 1.698
C 14.43558 9.68286 5.65002 -0.692
C 13.41555 9.86786 6.77647 0.376
N 12.42313 10.68756 6.68598 -0.585
C 12.44012 11.85657 5.81560 -0.266
C 11.49307 13.01420 6.26984 -0.237
N 10.20152 12.60860 6.77423 -0.706
C 9.45306 13.63504 7.46850 -0.231
C 9.98411 13.81882 8.90053 -0.243
N 10.21102 12.55890 9.54342 -0.694
C 9.16070 12.05574 10.41826 -0.223
C 9.61285 10.75503 11.13240 -0.267
N 10.40661 9.89479 10.23922 -0.541
C 11.13006 8.94608 10.70490 0.347
C 10.88304 8.16946 11.94012 -0.733
C 12.35445 8.60082 9.92494 0.138
C 13.39253 7.76186 10.35771 -0.178
C 14.52216 7.52601 9.53482 -0.144
C 14.60436 8.17056 8.30624 -0.178
C 13.49272 8.97211 7.92940 0.130
N 12.43798 9.09244 8.68951 -0.474
H 13.91518 9.13593 4.83121 0.263
H 15.26150 9.05348 5.93688 0.236
H 14.78166 10.58467 5.21509 0.250
H 12.22947 11.64443 4.76502 0.224
H 13.47120 12.28856 5.77104 0.226
H 11.31154 13.71202 5.45008 0.210
H 12.00914 13.64458 6.98715 0.205
H 9.67858 12.13867 5.99298 0.398
H 8.39517 13.32568 7.53801 0.215
H 9.51058 14.63030 6.95230 0.209
H 9.26440 14.43612 9.41513 0.210
H 10.91525 14.43866 8.85703 0.215
H 11.02802 12.62198 10.17468 0.384
H 8.26063 11.76066 9.77108 0.188
H 8.79924 12.81795 11.10466 0.215
H 8.65710 10.21359 11.44125 0.226
H 10.08866 11.01744 12.06973 0.222
H 9.91820 8.38877 12.47018 0.255
H 11.62774 8.23018 12.78764 0.273
H 10.81003 7.10316 11.69744 0.265
H 13.26883 7.25824 11.32841 0.246
H 15.27247 6.83393 9.83554 0.253
H 15.54928 8.15693 7.68910 0.254
C 12.08352 5.17535 6.54755 -0.431
C 11.04861 5.26406 5.46156 -0.433
C 10.48591 6.68086 5.72450 -0.062
O 10.74007 7.07613 7.05034 -0.564
C 11.41798 5.98499 7.70644 -0.066
H 12.94593 5.74884 6.24150 0.197
H 12.36440 4.11118 6.80313 0.242
H 10.23410 4.49321 5.62465 0.213
H 11.38591 5.20340 4.44294 0.233
H 9.40079 6.71610 5.63565 0.179
H 10.99895 7.42649 5.03770 0.161
H 10.69291 5.44410 8.28547 0.173
H 12.11809 6.37687 8.44126 0.166
C 5.94259 8.59596 5.78568 -0.412
N 6.41379 9.00423 7.10643 -0.448
C 5.66823 8.65083 8.34353 -0.386
C 7.68817 9.25580 7.14290 0.596
N 8.81782 9.62762 7.23058 -0.642
H 6.03643 7.50371 5.61156 0.214
H 6.47106 9.15694 4.98528 0.231
H 4.85648 8.81622 5.74132 0.233
H 5.54564 7.52692 8.38616 0.223
H 4.78133 9.22490 8.39144 0.231
H 6.26589 8.94678 9.16140 0.212

=====

21
Properties=species:S:1:pos:R:3:nbo_charge:R:1 method="wB97M-V/def2-TZVPD" energy_ev=-8947.268 e_above_lowest_kcal_mol=292.0 orbital_gap_ha=0.3508 multiplicity=1
C -2.12370 -0.54574 -0.06953 -0.648
C -0.66091 -0.62482 0.56137 -0.284
C 0.39788 -1.57878 -0.26282 -0.437
C 1.39812 -0.32756 -0.44405 -0.088
C 1.46364 0.27884 0.79491 -0.138
C -0.07444 0.80298 0.83993 -0.259
C -0.50083 1.60666 -0.47136 -0.676
H -3.14208 -1.32723 0.55609 0.217
H -2.10412 -0.96650 -1.35847 0.238
H -2.43856 0.61700 0.27783 0.243
H -0.94924 -1.00109 1.61501 0.240
H 1.18141 -2.41116 0.36083 0.226
H 0.34287 -2.16086 -1.16773 0.234
H 1.17554 0.34863 -1.19990 0.181
H 3.49391 0.77216 -0.57664 0.350
H 1.40512 -0.12762 1.82060 0.209
H -0.19371 1.39884 1.83571 0.257
H 0.33855 1.29057 -1.43357 0.193
H -0.16139 2.75027 -0.49721 0.234
H -1.69658 1.37326 -1.16289 0.257
N 2.84853 -0.16784 -0.01811 -0.550